No. 1
# C10H12BN4O4RuSSe

A molecular structure, C10H12BN4O4RuSSe (ωB97M-V/def2-TZVPD, the OMol25 dataset).

Summary:
Multiplicity: 5
<S²>: 6.03
Lowest unoccupied orbital energy (alpha / beta): -4.72 / -7.15 eV
Total charge: +1

Each line ends with the Mulliken spin population.
Cartesian coordinates (Å):
Ru1 -2.21481 -6.80369 -11.09455  2.99
C1 -6.13877 -5.99604 -14.31263  0.00
N1 -5.71560 -7.20094 -13.64407  0.04
C2 -6.22269 -8.46035 -13.97101  0.00
C3 -5.57732 -9.40882 -13.26973  0.02
N2 -4.69790 -8.68639 -12.34549  0.02
C4 -4.80373 -7.32076 -12.63402  0.01
S1 -4.14243 -6.04662 -11.70843  0.20
C5 -4.07605 -9.23246 -11.20689  0.01
C6 -4.57292 -10.42999 -10.71635  0.00
C7 -3.80505 -11.28159 -9.88448  0.00
C8 -2.57305 -10.76662 -9.49540  0.01
C9 -2.16247 -9.53640 -9.94999  -0.03
N3 -2.92623 -8.73550 -10.70652  0.15
H1 -5.92644 -6.04664 -15.37282  0.00
H2 -5.64482 -5.21015 -13.74824  0.00
H3 -7.22012 -5.91710 -14.16336  0.00
H4 -6.85976 -8.61549 -14.83970  0.00
H5 -5.66286 -10.50698 -13.33570  0.00
H6 -5.52905 -10.72154 -11.07156  0.00
H7 -4.23462 -12.17160 -9.47389  0.00
H8 -1.84102 -11.30198 -8.90466  0.00
H9 -1.18065 -9.15766 -9.73047  0.02
B1 -1.59103 -5.39880 -6.73604  0.01
C10 -2.13390 -5.86589 -8.14220  0.13
N4 -2.36066 -6.27957 -9.22881  -0.03
H10 -0.34201 -5.43190 -6.70710  0.04
H11 -1.85364 -4.23158 -6.48116  0.03
H12 -2.09893 -6.28641 -6.09198  0.03
O1 -0.30084 -6.42435 -11.09021  0.24
Se1 -0.07418 -7.56644 -12.62434  0.01
O2 0.89690 -6.94698 -13.71991  0.02
O3 -1.77127 -7.45593 -12.98371  0.07
O4 0.19851 -8.99957 -11.93507  0.01



No. 2
# C38H66O21

11 unconnected molecules or ions with the total composition C38H66O21 (ωB97M-V/def2-TZVPD, the OMol25 dataset).

Summary:
SMILES: C[C@H]1COC(=O)O1.C[C@H]1COC(=O)O1.C[C@H]1COC(=O)O1.C[C@H]1COC(=O)O1.C[C@H]1COC(=O)O1.CC(C)=O.CC(C)=O.CC(C)=O.CC(C)=O.CC(C)=O.CC(C)=O
Lowest unoccupied orbital energy: 0.05 eV

Each line ends with the Mulliken charge.
Cartesian coordinates (Å):
C1 2.00612 -0.22643 -5.05224  -1.22
C2 1.61726 -1.72227 -4.96139  0.12
C3 2.45264 -2.56133 -4.02785  -0.29
O1 1.52477 -3.25929 -3.31169  -0.38
C4 0.28647 -2.82760 -3.59963  0.68
O2 -0.74592 -3.15922 -2.99880  -0.56
O3 0.37421 -1.74983 -4.30854  -0.22
H1 1.05850 0.30925 -4.99598  0.23
H2 2.42629 -0.11025 -6.05127  0.46
H3 2.66700 0.18090 -4.28711  0.22
H4 1.43257 -2.20462 -5.92125  0.55
H5 3.05742 -1.88770 -3.42074  0.15
H6 3.09681 -3.15756 -4.67411  0.36
C5 3.37006 4.66391 0.47996  -1.24
C6 3.63711 4.20909 -0.98935  0.42
C7 5.13924 4.19318 -1.26856  -0.51
O4 5.29046 2.88665 -1.69760  -0.38
C8 4.13332 2.16825 -1.64548  0.35
O5 4.00720 0.94343 -1.93836  -0.51
O6 3.16310 2.93087 -1.11364  0.04
H7 4.13424 4.35239 1.19205  0.48
H8 2.38349 4.31778 0.78814  0.03
H9 3.32290 5.75273 0.46150  0.40
H10 3.10442 4.87590 -1.66737  0.23
H11 5.75582 4.41913 -0.39856  0.29
H12 5.33463 4.89282 -2.08123  0.32
C9 -1.72942 -0.89700 3.43116  -1.38
C10 -0.28592 -0.42075 3.59316  1.79
C11 -0.19543 1.02963 4.14509  -0.06
O7 0.75564 0.92363 5.15812  -0.42
C12 1.02722 -0.38838 5.42938  0.50
O8 1.80427 -0.74476 6.32632  -0.60
O9 0.32885 -1.26565 4.58586  -0.47
H13 -2.29011 -0.62449 4.32530  0.45
H14 -1.69247 -1.98623 3.41377  0.41
H15 -2.35706 -0.49083 2.63795  0.10
H16 0.31048 -0.44428 2.68110  -0.82
H17 -1.17777 1.33365 4.50659  0.21
H18 0.21404 1.73922 3.42612  0.18
C13 1.77723 -5.90507 1.89668  -1.45
C14 2.32091 -5.13132 3.12356  0.35
C15 3.82261 -5.17856 3.22360  -0.54
O10 4.17220 -3.88394 3.54458  -0.33
C16 3.14413 -3.11542 3.17534  0.62
O11 3.24784 -1.88687 3.20109  -0.51
O12 2.02290 -3.81682 2.92904  -0.14
H19 1.99941 -6.94462 2.13767  0.42
H20 2.32878 -5.62616 0.99885  0.34
H21 0.70169 -5.73409 1.85108  0.36
H22 1.84535 -5.55753 4.00690  0.26
H23 4.31458 -5.48378 2.30007  0.33
H24 4.09702 -5.89123 4.00136  0.33
C17 1.77941 -1.36893 0.18137  -1.13
C18 0.81510 -0.21257 -0.09311  0.83
C19 0.73496 0.25264 -1.54514  1.56
O13 -0.65604 0.34594 -1.69429  0.39
C20 -1.34091 -0.02189 -0.59863  -0.16
O14 -2.59549 -0.19847 -0.52901  -0.25
O15 -0.45114 -0.59731 0.28297  -0.47
H25 2.84577 -1.14839 0.22983  0.20
H26 1.75858 -2.02948 -0.68544  0.35
H27 1.56010 -1.89315 1.11153  -0.02
H28 1.16562 0.58361 0.56366  0.09
H29 1.19616 -0.48013 -2.20729  -1.23
H30 1.27741 1.19168 -1.65494  -0.33
C21 -5.28538 -1.95825 -0.44172  -0.24
C22 -5.37805 -1.91884 1.14429  0.67
C23 -4.36683 -2.70027 1.91682  -0.81
O16 -6.23160 -1.17307 1.68535  -0.63
H31 -5.99282 -2.74990 -0.68859  0.56
H32 -4.24457 -2.05695 -0.75005  -0.24
H33 -5.60880 -0.97603 -0.78632  0.06
H34 -3.38168 -2.44174 1.52857  -0.07
H35 -4.59252 -3.76365 1.83686  0.47
H36 -4.33781 -2.40638 2.96604  0.30
C24 -0.21157 4.64339 -1.55673  -1.27
C25 -0.47792 4.22199 -0.11377  1.07
C26 -0.93105 5.24822 0.92454  -1.36
O17 -0.38038 3.10150 0.30583  -0.26
H37 0.33881 5.57786 -1.66598  0.39
H38 -1.22939 4.80337 -1.91249  0.38
H39 0.22691 3.87781 -2.19683  0.13
H40 -0.13632 5.96145 1.14314  0.37
H41 -1.18037 4.72203 1.84599  0.26
H42 -1.77598 5.87927 0.64892  0.39
C27 -5.87156 2.03129 2.99216  -1.16
C28 -4.33955 1.91073 3.15747  0.67
C29 -3.45426 2.33952 1.99326  -0.22
O18 -3.80525 1.54717 4.24088  -0.60
H43 -6.12770 1.99553 1.93328  0.20
H44 -6.24880 2.92877 3.48237  0.37
H45 -6.47585 1.21886 3.39576  0.32
H46 -3.42689 1.72113 1.09606  -0.11
H47 -2.42148 2.40743 2.33513  -0.17
H48 -3.74844 3.32983 1.64563  0.65
C30 -3.05840 2.51917 -3.21508  -0.35
C31 -3.98866 2.82047 -2.04204  0.87
C32 -5.37926 2.21991 -2.13537  -0.92
O19 -3.78221 3.67571 -1.16459  -0.56
H49 -3.50061 2.22531 -4.16702  0.41
H50 -2.27990 1.83475 -2.87803  -0.49
H51 -2.63298 3.48308 -3.49436  0.49
H52 -5.92261 2.44483 -3.05314  0.39
H53 -5.96182 2.46720 -1.24792  0.29
H54 -5.25000 1.14002 -2.06301  -0.06
C33 7.51294 -1.70598 2.81032  -1.15
C34 6.78837 -1.73837 1.45377  0.79
C35 6.69730 -0.38377 0.74905  -0.77
O20 6.37366 -2.74715 0.93862  -0.57
H55 6.82669 -1.11534 3.41721  0.30
H56 8.53666 -1.35001 2.69459  0.37
H57 7.57551 -2.67673 3.30206  0.31
H58 6.95201 0.47904 1.36451  0.36
H59 5.65731 -0.15683 0.51450  -0.01
H60 7.31764 -0.32875 -0.14553  0.38
C36 -2.83791 -1.02723 -4.03001  0.16
C37 -4.34110 -1.29386 -4.22172  0.58
C38 -4.98946 -2.57467 -3.78965  -1.21
O21 -5.02572 -0.33116 -4.56460  -0.61
H61 -2.73055 -0.89936 -2.95286  -0.49
H62 -2.40899 -0.12690 -4.46994  0.18
H63 -2.33729 -1.89688 -4.45569  0.41
H64 -4.34408 -3.00320 -3.02288  0.25
H65 -4.98998 -3.15125 -4.71468  0.47
H66 -6.00608 -2.38618 -3.44459  0.26



No. 3
# C4H12N2O

A single C4H12N2O molecule (ωB97M-V/def2-TZVPD, the OMol25 dataset).

Summary:
SMILES: CO[C@@H](C)N(C)N
Lowest unoccupied orbital energy: 1.02 eV

Each line ends with the natural charge from an NBO analysis.
Cartesian coordinates (Å):
C1 1.97337 -0.43679 1.40698  -0.26
O1 1.09077 -0.87425 0.33397  -0.55
C2 0.21538 0.15922 -0.05228  0.25
C3 0.84889 1.07671 -1.09778  -0.64
N1 -0.99085 -0.45120 -0.59036  -0.31
C4 -2.10959 0.46472 -0.66861  -0.42
N2 -1.39982 -1.62915 0.07786  -0.65
H1 1.40296 -0.31267 2.34185  0.17
H2 2.68828 -1.24796 1.49659  0.20
H3 2.52888 0.48286 1.18690  0.17
H4 -0.00812 0.75324 0.87946  0.12
H5 0.98424 0.51065 -2.01808  0.22
H6 1.82060 1.42139 -0.74440  0.21
H7 0.22366 1.94625 -1.29160  0.21
H8 -2.37940 0.88354 0.31409  0.16
H9 -2.95984 -0.09415 -1.06308  0.22
H10 -1.87376 1.27369 -1.35502  0.20
H11 -0.79650 -2.38235 -0.24363  0.36
H12 -1.25918 -1.54375 1.08713  0.32



No. 4
# C4H8NO3

2 unconnected molecules or ions with the total composition C4H8NO3 (ωB97M-V/def2-TZVPD, the OMol25 dataset).

Summary:
Lowest unoccupied orbital energy: 3.82 eV
Total charge: -1

Each line ends with the natural charge from an NBO analysis.
Cartesian coordinates (Å):
C1 -2.10703 1.30898 -2.38959  -0.74
C2 -0.89955 0.84304 -1.53353  0.77
O1 -1.20985 0.76661 -0.28501  -0.81
O2 0.06530 0.51687 -2.21149  -0.77
H1 -2.07316 2.16501 -3.04580  0.19
H2 -2.89311 1.52349 -1.72480  0.20
H3 -2.39622 0.52049 -3.09888  0.19
C3 0.90819 -1.62801 2.43507  -0.69
C4 1.66833 -0.57053 1.72745  0.66
O3 2.66356 -0.00352 2.21997  -0.69
N1 1.51695 -0.17653 0.35377  -0.83
H4 2.16523 0.59762 0.02784  0.41
H5 0.72201 -0.45992 -0.21455  0.43
H6 1.38292 -1.93183 3.24218  0.22
H7 0.45900 -2.46060 1.74475  0.22
H8 0.02742 -1.01116 2.75262  0.24



Listing F_max for the structures above in their given order: 3.594; 5.591; 1.353; 7.089 eV Å⁻¹.
Listing energy relative to the best compared isomer or geometry (same formula, charge and spin) for the structures above in their given order: 8.1; 49.7; 57.4; 39.0 kcal per mole.